{"formula": "C7H12N2O", "method": "wB97M-V/def2-TZVPD", "de_lowest_ev": 4.202, "largest_force_ev_per_a": 1.277, "homo_lumo_gap_ev": 8.0, "total_energy_ev": -12477.3582, "species": ["O", "N", "N", "C", "C", "C", "C", "C", "C", "C", "H", "H", "H", "H", "H", "H", "H", "H", "H", "H", "H", "H"], "xyz": [[-0.672, 1.878, -1.202], [-1.076, 1.257, 1.481], [-2.050, -0.838, 0.649], [0.702, -0.339, -1.270], [1.601, 0.184, -2.096], [-0.999, 0.149, 0.548], [0.576, -1.604, -0.504], [1.470, 0.094, 1.261], [0.363, -0.465, 0.440], [-0.822, 0.661, -0.962], [1.521, 1.179, 1.152], [-0.815, 2.110, 0.983], [2.432, -0.333, 0.981], [-2.945, -0.428, 0.402], [1.485, -2.183, -0.364], [2.341, -0.420, -2.608], [1.552, 1.245, -2.315], [-1.471, 0.010, -1.581], [-0.306, -2.203, -0.707], [-2.111, -1.213, 1.590], [-2.026, 1.369, 1.809], [1.250, -0.110, 2.313]], "nbo_charge": [-0.71, -0.86, -0.84, -0.09, -0.31, 0.12, -0.47, -0.65, 0.24, 0.28, 0.25, 0.40, 0.22, 0.37, 0.23, 0.20, 0.23, 0.17, 0.26, 0.37, 0.37, 0.25]}

---

{"formula": "C7H12N2O", "method": "wB97M-V/def2-TZVPD", "de_lowest_ev": 3.502, "largest_force_ev_per_a": 6.425, "smiles": "[H]/N=C(C(C)=O)/C(C)=C(/C)N", "homo_lumo_gap_ev": 8.0, "total_energy_ev": -12478.0575, "species": ["O", "N", "N", "C", "C", "C", "C", "C", "C", "C", "H", "H", "H", "H", "H", "H", "H", "H", "H", "H", "H", "H"], "xyz": [[2.293, -0.240, 1.276], [0.840, 2.060, 0.021], [-0.400, -0.577, 2.795], [1.301, -1.772, -0.306], [-0.128, -0.323, 1.587], [-0.389, 1.202, -1.854], [-2.046, -0.443, 0.043], [0.009, 1.025, -0.406], [-0.790, 0.275, 0.456], [1.310, -0.626, 0.662], [-2.486, -1.019, 0.860], [-2.796, 0.289, -0.275], [1.640, -1.402, -1.277], [-0.781, 0.287, -2.301], [-1.884, -1.121, -0.797], [0.476, 1.518, -2.445], [0.396, -1.044, 3.247], [-1.140, 1.993, -1.961], [0.321, -2.236, -0.405], [1.764, 1.902, 0.416], [2.020, -2.524, 0.029], [0.469, 2.778, 0.635]], "nbo_charge": [-0.58, -0.89, -0.60, -0.72, 0.22, -0.65, -0.65, 0.16, -0.04, 0.54, 0.24, 0.23, 0.24, 0.20, 0.23, 0.23, 0.35, 0.22, 0.23, 0.40, 0.25, 0.38]}

---

{"formula": "C7H12N2O2", "method": "wB97M-V/def2-TZVPD", "de_lowest_ev": 8.436, "largest_force_ev_per_a": 15.350, "homo_lumo_gap_ev": 8.8, "total_energy_ev": -14521.3544, "species": ["O", "O", "N", "N", "C", "C", "C", "C", "C", "C", "C", "H", "H", "H", "H", "H", "H", "H", "H", "H", "H", "H", "H"], "xyz": [[3.267, -1.306, 0.514], [3.711, 0.518, -0.611], [-2.673, 0.302, -0.207], [-0.822, -1.113, -0.158], [2.887, -0.347, -0.082], [-1.230, 0.103, -0.117], [-0.419, 1.419, 0.122], [-3.536, -0.837, -0.050], [1.415, -0.150, -0.335], [0.533, -1.330, -0.138], [0.955, 1.111, 0.458], [-0.095, 2.213, -0.982], [1.463, 0.257, -1.117], [-2.972, -1.343, -1.000], [1.493, 1.920, 0.230], [-3.190, -1.411, 0.761], [4.817, 0.234, -0.098], [-4.339, -0.469, -0.100], [0.938, -2.232, -0.612], [0.721, -1.788, 0.739], [1.094, 0.727, 1.640], [-1.215, 2.273, 0.757], [-2.802, 1.247, 0.386]], "nbo_charge": [-0.61, -0.67, -0.60, -0.48, 0.80, 0.40, -0.43, -0.37, -0.31, -0.26, -0.39, 0.21, 0.19, 0.22, 0.21, 0.19, 0.51, 0.17, 0.22, 0.22, 0.18, 0.24, 0.36]}

---

{"formula": "C7H12N2O2S", "method": "wB97M-V/def2-TZVPD", "de_lowest_ev": 1.546, "largest_force_ev_per_a": 4.989, "smiles": "CC[C@@H]1COC(=O)N1CC(N)=S", "homo_lumo_gap_ev": 8.9, "total_energy_ev": -25363.6804, "species": ["S", "O", "O", "N", "N", "C", "C", "C", "C", "C", "C", "C", "H", "H", "H", "H", "H", "H", "H", "H", "H", "H", "H", "H"], "xyz": [[1.277, -1.385, 3.681], [0.735, 0.572, -1.869], [2.072, -1.197, -1.405], [1.560, 0.292, 0.232], [0.709, -2.604, 1.456], [2.117, -0.412, 1.389], [0.373, 1.780, -1.108], [1.259, -1.473, 2.048], [-0.210, 1.627, 1.308], [-1.281, 0.631, 1.081], [0.896, 1.610, 0.294], [1.482, -0.213, -1.063], [2.936, -0.993, 0.957], [1.718, 2.377, 0.593], [-0.793, 2.549, 1.328], [0.195, 1.347, 2.283], [-0.911, -0.366, 1.071], [2.541, 0.248, 2.135], [0.904, -2.657, 0.475], [-0.751, 2.093, -1.153], [0.819, 2.714, -1.546], [-1.957, 0.723, 0.224], [-1.886, 0.851, 1.961], [0.088, -3.169, 1.950]], "nbo_charge": [-0.14, -0.48, -0.63, -0.47, -0.78, -0.30, -0.09, 0.09, -0.42, -0.61, -0.06, 0.89, 0.25, 0.20, 0.22, 0.23, 0.21, 0.25, 0.41, 0.20, 0.20, 0.21, 0.22, 0.42]}